The following is a quantum chemistry calculation of a structure of composition C5H4NO6S, from OMol25.

Geometry as ORCA input:
```
! wB97M-V def2-TZVPD RIJCOSX def2/J DEFGRID3
* xyz -1 1
S 1.74731 0.54268 0.62872
O 0.51231 -2.43364 -0.09944
O 2.48134 0.38614 -0.85978
O 1.63364 1.96505 0.90869
O -3.33471 0.05677 0.34562
O 0.93033 -0.34814 -2.47961
O 2.50304 -0.27071 1.57567
N -1.54274 -1.42720 0.28609
C -0.09893 -1.40017 0.11225
C 1.27062 0.43363 -1.62732
C -1.04096 0.76484 0.46543
C 0.17815 -0.00210 0.09364
C -2.13943 -0.20982 0.44122
H 1.00735 1.48642 -1.48704
H -2.00775 -2.28176 0.46022
H -1.15948 1.57961 -0.16975
H -0.94008 1.15840 1.40539
*
```

Its HOMO-LUMO gap is 8.29 eV.

***

The following is a quantum chemistry calculation of a cluster of 10 separate species, C30H30F10O30 in total, from OMol25.

Geometry as ORCA input:
```
! wB97M-V def2-TZVPD RIJCOSX def2/J DEFGRID3
* xyz 0 1
F 6.11688 1.91683 3.74997
F 1.14397 -4.80517 4.48869
F 1.03703 1.86104 4.73306
F 1.23960 -5.61494 -2.10125
F -0.00165 0.75052 -4.87156
F -1.63019 1.46684 1.13080
F -4.04440 -3.37851 0.34712
F 1.88441 4.69165 -0.72813
F -5.27030 3.83837 -3.57666
F -0.88547 5.70756 0.31215
O 5.15373 6.38616 -2.90368
O -4.21950 1.23941 -4.41203
O 0.85784 -0.05516 1.42581
O 1.22995 -6.80052 -0.06537
O -2.09075 2.22370 5.95371
O -0.22507 1.15469 6.41851
O 7.22904 2.34461 1.85127
O 3.16522 5.18139 -2.41172
O -3.88696 3.88879 2.47245
O -1.13730 -1.90397 -3.87210
O -0.75649 -5.48896 2.37643
O 0.17161 1.27279 -0.19778
O -1.76516 4.16168 1.60974
O 6.32526 0.49842 1.12102
O -2.49923 -4.07892 -1.09434
O -0.84847 -4.11045 3.95988
O -2.81755 -5.10692 -3.11424
O 8.47248 1.00211 0.49305
O 0.92158 -1.14852 -4.05760
O 2.40118 -5.19921 0.84343
O -3.17990 3.01116 -3.65808
O 5.10441 4.57049 -1.47453
O -2.37839 0.98392 -2.90882
O 0.33263 -2.09626 -2.07646
O -1.86019 1.63437 8.03922
O -1.45438 -3.39908 1.84928
O 2.74225 -7.33471 1.61757
O -4.03340 -3.32179 -2.50867
O 2.43929 1.26249 0.34101
O -3.48528 4.23158 0.23597
C -0.99195 0.67464 0.27676
C 1.28598 0.90056 0.54706
C -1.01942 -1.33507 -5.20862
C -0.42069 -0.48968 1.07605
C -0.15485 1.40099 5.00386
C -3.08688 4.05157 1.48900
C 0.26668 -0.49141 -5.06797
C -0.12006 -5.19241 4.46449
C -3.12821 -4.26239 -2.29001
C -2.39054 4.10999 -0.54987
C -1.25676 2.50158 4.86680
C 2.19425 -6.53991 0.81105
C 0.85345 -5.66499 -0.78397
C -3.06603 -2.96313 -0.49527
C -3.87432 -2.23204 -1.59312
C -4.23748 3.52658 -4.40710
C -1.40805 1.68268 6.89491
C 2.79544 4.13379 -1.53165
C 5.24619 1.23058 1.77463
C -4.62490 2.30156 -5.25344
C 7.39974 1.27148 1.09089
C 4.08778 3.84050 -0.77831
C -0.25375 -6.24158 3.44726
C 1.47376 -4.52886 -0.03938
C -3.15844 1.68757 -3.62720
C -1.13572 -4.26293 2.69697
C 0.05139 -1.78285 -3.24378
C 4.52974 5.51750 -2.26646
C 6.01636 2.26942 2.43705
C -1.18172 4.39634 0.36433
H 4.60264 0.62771 2.41533
H -3.94351 4.38712 -5.00805
H -0.33590 0.44301 4.51641
H -0.88322 3.50637 4.66943
H 0.76319 -3.89506 0.49117
H 2.40454 3.30716 -2.12492
H 0.89260 -0.49794 -5.96031
H -1.03786 -0.74089 1.93866
H -4.16768 2.23761 -6.24084
H 4.47793 2.82579 -0.85727
H -0.98363 -6.96917 3.80222
H -1.87671 -0.66756 -5.29574
H -3.29019 -1.41794 -2.02221
H -2.46692 4.86356 -1.33370
H 0.69930 -6.69070 3.16784
H -0.31462 3.73628 0.34089
H -0.45916 -5.55426 5.43514
H 4.03108 4.00004 0.29846
H -0.31078 -1.46436 0.60064
H -2.40224 -2.28512 0.04119
H -5.70342 2.22545 -5.39164
H -4.83494 -1.84799 -1.24986
H -1.12694 -2.01681 -6.05229
H 4.60742 1.64585 0.99513
H -0.21435 -5.44652 -0.79694
H -1.84394 2.13976 4.02276
H 2.08391 -3.95571 -0.73745
H -1.56740 0.29026 -0.56539
H 5.40888 3.17370 2.40025
H -2.39752 3.09272 -0.94130
*
```

Its HOMO-LUMO gap is 10.41 eV.

***

The following is a quantum chemistry calculation of a structure of composition C18H25ClIrN2S, from OMol25.

Geometry as ORCA input:
```
! wB97M-V def2-TZVPD RIJCOSX def2/J DEFGRID3
* xyz 2 6
Ir 0.18043 -0.79224 1.69136
Cl 0.42769 0.01330 -3.96490
S 1.05817 0.92133 2.79354
N -0.62735 2.84030 3.62971
N -0.59382 1.21835 5.05489
C 1.92446 -1.85144 2.22009
C 2.66892 -0.92727 1.37550
C 2.34823 -1.20235 0.02205
C 0.27745 -1.07972 -6.44109
C -1.50757 2.15662 5.51076
C -1.78593 -0.66626 2.39641
C 1.13648 -2.69211 1.32764
C -1.74003 -1.77718 1.45610
C -1.75505 0.54675 1.59029
C -1.83289 0.17853 0.21096
C -1.52630 3.18390 4.61916
C -1.79922 -1.22537 0.11878
C -0.59031 1.25737 -6.15154
C 0.50176 0.26367 -5.73568
C -0.06675 1.64640 3.89117
C 1.42345 -2.26640 -0.02434
C 1.88071 0.82293 -6.10782
C -0.24782 -0.03748 5.72398
H -1.58585 0.87702 -5.89780
H 1.94428 0.98057 -7.19448
H 2.77663 -0.69572 -0.83507
H -0.85099 -0.11428 6.63542
H 2.02881 -1.99916 3.28319
H 2.67737 0.12744 -5.82189
H -1.81594 -1.79700 -0.80002
H 0.32049 -0.94662 -7.53191
H -1.88894 -0.75536 3.46183
H 0.58281 -3.57645 1.63176
H 1.04923 -1.80454 -6.15979
H -1.80331 -2.82469 1.73177
H 0.81822 -0.05824 5.99683
H -2.09710 4.10346 4.59026
H -1.76450 1.56418 1.95308
H -0.40223 3.35759 2.78886
H 3.37766 -0.17926 1.71825
H 2.05965 1.78621 -5.61759
H -0.44714 2.22704 -5.66219
H -0.55871 1.42056 -7.23881
H 0.99872 -2.70155 -0.92647
H -2.07092 1.99550 6.41108
H -1.93299 0.87686 -0.60834
H -0.70506 -1.49501 -6.19127
H -0.46489 -0.90021 5.07629
*
```

Its HOMO-LUMO gap (alpha / beta) is 7.46 / 4.83 eV.

***

The following is a quantum chemistry calculation of a structure of composition C36H28BeO4P2S3, from OMol25.

Geometry as ORCA input:
```
! wB97M-V def2-TZVPD RIJCOSX def2/J DEFGRID3
* xyz 0 1
S 1.59886 1.19003 3.80431
S 2.66891 -0.20017 0.66967
S -0.25010 1.85046 4.45489
P 0.06594 -1.71011 -0.67981
P 0.11543 1.85690 0.42981
O 4.03042 0.15987 1.13390
O -0.71131 1.09782 5.58329
O -0.28369 3.28149 4.53842
O -1.00962 1.38605 3.16214
C -0.96646 -2.94717 -1.54952
C 1.25684 4.06956 1.59755
C 2.38092 0.74172 -0.84795
C -2.63423 1.88545 0.41239
C -0.62618 -1.81343 1.01772
C -1.50339 1.62949 -0.36773
C -1.44357 -4.11099 -0.94572
C 1.37063 5.40523 1.94454
C -0.63853 5.89424 0.72122
C -2.38340 -4.82927 -3.04174
C -1.20460 -2.74118 -2.90464
C 0.18533 3.63656 0.81826
C -2.92818 1.02119 -2.21064
C 1.68189 -2.56815 -0.54166
C -0.76293 4.55548 0.38023
C -3.90028 1.72171 -0.12681
C 3.32665 0.66318 -1.86177
C -1.86677 -2.02967 3.51193
C -4.04910 1.29190 -1.43911
C 0.42585 6.31976 1.50266
C 3.17639 -4.41908 -0.99431
C 1.37325 1.71291 -0.87949
C 0.12819 -2.05573 2.16443
C 2.28649 2.52869 -2.95748
C 2.79732 -1.85632 -0.06227
C 3.26345 1.54288 -2.92603
C 1.90904 -3.85205 -1.02769
C -1.90982 -3.67802 -3.65073
C -2.01266 -1.66453 1.13919
C 1.34962 2.61489 -1.94447
C -2.14878 -5.04448 -1.68774
C 4.06008 -2.42190 -0.01153
C -1.65708 1.18902 -1.67789
C 4.25116 -3.71119 -0.48775
C -0.49552 -2.18244 3.40411
C -2.62393 -1.76243 2.37567
Be 0.21706 0.86852 2.38523
H 3.99424 1.47744 -3.72168
H -2.51618 2.20375 1.44192
H -4.77127 1.93243 0.48022
H 2.27024 3.24931 -3.76483
H -2.93776 -5.55901 -3.61783
H 4.11304 -0.07988 -1.80188
H 3.31445 -5.42863 -1.35971
H 1.19685 -2.21556 2.09144
H 0.51665 7.36450 1.77076
H -0.78700 0.97511 -2.28514
H -2.60943 -1.47901 0.25227
H 4.87225 -1.83881 0.40532
H -0.82951 -1.84022 -3.37823
H 0.60818 3.40517 -1.95471
H -3.69448 -1.62529 2.45832
H 1.08748 -4.42926 -1.43419
H 2.18733 5.72595 2.57740
H 1.99547 3.36030 1.95218
H 5.23597 -4.15873 -0.45687
H -1.60571 4.23391 -0.21802
H -1.38197 6.60322 0.38066
H -5.03791 1.16518 -1.86133
H -1.25540 -4.29214 0.10624
H -2.34537 -2.10508 4.47882
H -3.04059 0.68137 -3.23222
H -2.50825 -5.94834 -1.21215
H 0.10258 -2.38619 4.28185
H -2.08348 -3.50821 -4.70576
*
```

Its HOMO-LUMO gap is 8.46 eV.

***

| no. | strongest force on any atom (eV/Å) |
| --- | --- |
| 1 | 2.9 |
| 2 | 7.2 |
| 3 | 2.8 |
| 4 | 0.4 |